No. 1
This record from the OMol25 dataset describes C19H40BNO7 in the gas phase. The level of theory is ωB97M-V with the def2-TZVPD basis set.

Output
net charge = 0
frontier orbital gap = 8.33 eV
HOMO energy = -7.93 eV

Last column: Mulliken charge in e.
Positions of all 68 atoms, in Å:
C 3.19414 -3.28698 -0.46506  -0.877
C 3.79048 -2.21903 0.15008  -0.904
C 3.12618 -0.83413 0.16870  1.538
C 2.72924 -0.50272 -1.30550  -1.468
C 2.87128 0.94789 -1.79153  0.377
C 3.16760 0.96100 -3.28822  -1.098
O 4.52688 0.58634 -3.53375  -0.475
N 3.89985 0.19610 0.83583  -0.266
C 5.36088 0.15792 0.73953  -0.606
C 5.93946 0.19518 -0.66681  -0.991
O 1.91334 -1.03232 0.91486  -0.452
C 1.10319 0.11899 1.07734  -1.864
C -0.40009 -0.13066 0.72747  2.223
C -0.72054 -1.60074 0.38146  -0.952
O -1.18099 -2.37706 1.46986  -0.485
C -0.22977 -2.52146 2.50350  -0.506
O -1.12588 0.35002 1.85565  -0.505
C -2.52804 0.36179 1.70231  0.093
C -3.10548 1.77867 1.61962  -0.513
O -4.46051 1.68832 1.17929  -0.343
C -5.37996 1.46526 2.22279  -0.464
C -6.58413 0.69984 1.69884  -0.587
C -6.19726 -0.66279 1.07392  -0.627
B -0.64279 0.78192 -0.57230  0.555
O -0.54428 2.15159 -0.42168  -0.744
O -0.88244 0.23498 -1.80977  -0.866
C -1.79323 0.92351 -2.67908  -0.413
C -3.18026 1.10356 -2.06689  -0.925
H 3.61718 -3.80760 -1.31787  0.261
H 2.20152 -3.56504 -0.10847  0.274
H 4.71942 -2.39692 0.68597  0.236
H 1.67854 -0.78494 -1.40536  0.241
H 3.25825 -1.13096 -2.01556  0.933
H 3.64225 1.51238 -1.27578  0.364
H 1.94232 1.51923 -1.69952  -0.224
H 2.51907 0.24406 -3.80243  0.284
H 2.99394 1.96231 -3.69074  0.542
H 4.85261 1.10142 -4.27006  0.290
H 3.67221 0.22268 1.82043  0.314
H 5.72450 1.05197 1.25274  0.434
H 5.81564 -0.67805 1.28635  0.340
H 7.01036 -0.00543 -0.59893  0.472
H 5.53035 -0.56870 -1.32464  0.198
H 5.82084 1.18118 -1.10774  0.273
H 1.12966 0.41156 2.13209  0.395
H 1.47667 0.98591 0.53224  0.499
H -1.57622 -1.58196 -0.29576  0.434
H 0.08647 -2.08605 -0.17141  0.476
H 0.69695 -2.96057 2.12454  0.108
H -0.00780 -1.57652 3.00409  0.179
H -0.63452 -3.20468 3.24945  0.398
H -2.95144 -0.10060 2.59792  0.322
H -2.91228 -0.21922 0.86230  -0.140
H -2.56976 2.39596 0.90362  0.188
H -3.08048 2.23019 2.61442  0.369
H -4.95406 0.89813 3.05896  0.331
H -5.73983 2.41031 2.65088  0.323
H -7.05791 1.29713 0.91991  0.298
H -7.28463 0.49745 2.50725  0.387
H -6.60224 -1.49409 1.64842  0.322
H -5.11641 -0.79389 1.04492  -0.028
H -6.54989 -0.72593 0.04653  0.231
H -0.12144 2.57455 -1.17318  0.277
H -1.38481 1.89497 -2.96740  0.258
H -1.88356 0.31324 -3.57494  0.417
H -3.90569 1.10200 -2.88291  0.491
H -3.43907 0.27467 -1.41134  0.175
H -3.28359 2.06488 -1.56943  0.203

Forces on atoms 1 to 2 (eV/Å):
-0.2 0.7 0.8
-0.4 -0.8 -0.3

---

No. 2
This record from the OMol25 dataset describes 7 unconnected molecules or ions with the total composition C19H40Cl12N4O2SSi. The level of theory is ωB97M-V with the def2-TZVPD basis set.

Output
net charge = 0
frontier orbital gap = 9.31 eV
HOMO energy = -8.90 eV

Last column: Mulliken charge in e.
Positions of all 79 atoms, in Å:
C 1.11125 -1.73936 1.15807  -0.475
C 0.07189 -0.77263 1.70890  -0.617
N -0.08845 0.46697 0.95007  0.343
Si -0.81717 0.47278 -0.62956  -1.157
C 0.38744 0.00842 -2.00698  -0.622
C 1.80997 0.54939 -1.78283  0.375
C 2.61996 0.78515 -3.06841  -1.035
C 3.58346 -0.34323 -3.41234  -0.749
N 2.97456 -1.63557 -3.75483  -0.486
C -2.20005 -0.80202 -0.64901  -0.754
C -3.29654 -0.60527 0.38167  0.231
S -4.78068 -1.68970 0.25553  -0.250
C -4.67425 -2.36012 -1.34170  0.527
N -4.74456 -3.61558 -1.64185  -0.337
N -4.75745 -3.68225 -3.04206  -0.433
C -4.67191 -2.46335 -3.44841  -0.047
O -4.62366 -1.55345 -2.44783  -0.082
C -1.35785 2.25194 -0.99297  -0.959
C -2.83577 2.56358 -1.21422  1.218
C -3.44232 1.80220 -2.39448  -0.949
O -3.01596 3.97712 -1.37587  -0.634
H 0.89841 -2.02870 0.12662  0.106
H 1.12635 -2.65466 1.75326  0.567
H 2.10628 -1.29723 1.20577  -0.161
H 0.35103 -0.51669 2.73486  0.452
H -0.89349 -1.27415 1.78259  0.048
H 0.78328 0.98632 0.97672  -0.066
H 0.39186 -1.06960 -2.19376  0.471
H -0.01283 0.46597 -2.92058  0.617
H 2.36096 -0.16084 -1.15904  -0.150
H 1.75316 1.49335 -1.23147  0.334
H 3.20183 1.70459 -2.97262  0.405
H 1.93493 0.93316 -3.90929  0.329
H 4.21868 -0.03230 -4.24418  0.436
H 4.23985 -0.51877 -2.55530  0.198
H 2.12545 -1.47051 -4.28785  0.285
H 2.67197 -2.07800 -2.89239  0.172
H -2.59895 -0.80850 -1.66498  0.325
H -1.72621 -1.77822 -0.50132  0.672
H -3.68356 0.41078 0.39757  -0.384
H -2.91635 -0.82611 1.37603  0.327
H -4.62574 -2.10986 -4.46309  0.437
H -1.02861 2.84389 -0.13380  0.288
H -0.80621 2.63066 -1.86089  0.516
H -3.39710 2.35720 -0.30695  -0.556
H -2.66870 1.39956 -3.05267  0.187
H -4.05409 0.96283 -2.06759  0.044
H -4.09422 2.46193 -2.96559  0.540
H -2.74049 4.21109 -2.26878  0.419
Cl 5.46171 -4.28019 -3.01892  -0.145
C 5.60189 -3.42324 -1.48721  -0.425
Cl 4.03090 -3.01344 -0.77217  -0.046
H 6.11902 -4.06199 -0.78183  0.371
H 6.14230 -2.49807 -1.64746  0.231
Cl 7.20208 -1.75778 1.63837  -0.135
C 5.83429 -1.12128 2.56006  -0.437
Cl 4.60806 -0.39823 1.51367  -0.027
H 5.37842 -1.94413 3.09736  0.254
H 6.20140 -0.36152 3.23896  0.351
Cl 10.10960 -4.16643 2.13676  -0.143
C 10.43651 -3.42424 3.70761  -0.267
Cl 8.95706 -3.00969 4.58224  -0.139
H 10.99635 -4.13131 4.30678  0.296
H 10.99830 -2.51331 3.54265  0.251
Cl -6.20305 1.70038 0.27864  -0.074
C -6.26620 3.23705 1.15789  -0.148
Cl -4.83822 3.49504 2.16401  -0.140
H -6.33125 4.04375 0.43814  0.357
H -7.13048 3.21041 1.81160  0.028
Cl -6.92225 1.33893 4.24878  -0.107
C -8.53468 1.93705 4.64625  -0.278
Cl -8.80358 3.58667 4.06297  -0.165
H -9.26436 1.28886 4.17710  0.271
H -8.64248 1.94013 5.72375  0.293
Cl 2.13166 2.85800 2.09209  -0.124
C 0.81581 3.62514 2.99674  -0.056
Cl 1.08537 5.35334 3.23096  -0.170
H -0.09979 3.48714 2.43381  0.041
H 0.75618 3.15073 3.96821  0.318

Forces on atoms 1 to 2 (eV/Å):
0.0 -0.1 0.1
0.1 0.0 0.1

---

No. 3
This record from the OMol25 dataset describes 3 unconnected molecules or ions with the total composition C19H40N2O13S. The level of theory is ωB97M-V with the def2-TZVPD basis set.

Output
net charge = 0
frontier orbital gap = 7.77 eV
HOMO energy = -8.90 eV

Last column: Mulliken charge in e.
Positions of all 75 atoms, in Å:
C 3.00818 2.24039 2.72920  -1.266
C 1.51004 1.86838 2.30938  0.114
O 0.86769 3.19489 2.20089  -0.468
S -0.61609 2.86632 1.48903  0.984
O -1.51220 2.68607 2.66816  -0.426
O -0.96530 3.84503 0.42233  -0.584
O -0.14856 1.47341 0.63078  -0.363
C 1.22000 1.04545 0.96177  0.681
C 2.36625 1.40638 -0.08760  -0.320
C 2.06087 0.96484 -1.59087  0.018
O 1.23190 0.03038 -1.74977  -0.557
N 2.73672 1.63124 -2.70994  0.076
C 4.08167 2.14981 -2.33739  -0.854
C 1.86245 2.74823 -3.21596  -0.850
O 0.99369 -0.38882 1.16870  -0.105
N 1.73987 -0.83809 2.23041  0.157
O 2.73202 -1.36825 1.82299  -0.271
H 3.81983 1.62639 2.22261  0.308
H 3.24960 3.35056 2.59578  0.328
H 3.09520 2.00967 3.85585  0.352
H 0.94121 1.42409 3.19746  0.546
H 2.60963 2.52219 0.01469  0.264
H 3.30349 0.82378 0.25274  0.346
H 4.05583 3.11529 -1.71155  0.321
H 4.65547 2.33658 -3.32009  0.306
H 4.72561 1.38914 -1.76074  0.270
H 2.19067 3.78278 -2.86296  0.284
H 0.79186 2.51755 -2.89636  0.345
H 1.94816 2.72039 -4.36630  0.306
C 6.00649 -2.39578 -6.23699  -0.797
O 4.69308 -2.89459 -6.40404  -0.242
C 4.63312 -4.31381 -6.30841  -0.568
C 3.25961 -4.76115 -5.82078  -0.334
O 3.06634 -4.58365 -4.41687  -0.505
C 2.89728 -3.23670 -3.96709  -0.284
C 1.55292 -2.63044 -4.34931  -0.377
O 1.55292 -2.24052 -5.72084  -0.266
C 0.25414 -2.24655 -6.28254  -0.811
H 6.65095 -2.74286 -7.04921  0.330
H 5.96055 -1.30553 -6.25698  0.225
H 6.41697 -2.70507 -5.27108  0.340
H 5.40005 -4.68851 -5.62000  0.350
H 4.81736 -4.72063 -7.30913  0.409
H 3.18088 -5.83977 -5.98788  0.396
H 2.45459 -4.29664 -6.39156  0.120
H 3.73149 -2.60890 -4.28346  0.144
H 2.94129 -3.29025 -2.87516  0.371
H 1.36905 -1.73296 -3.74927  0.284
H 0.76048 -3.36276 -4.15688  0.349
H -0.19443 -3.24353 -6.19832  0.358
H 0.34318 -2.00275 -7.34314  0.231
H -0.37946 -1.50263 -5.79464  0.294
C -3.16570 0.25568 3.73685  -0.580
O -3.95738 0.79486 4.78006  -0.317
C -4.34372 2.14212 4.52932  -0.408
C -5.65723 2.46246 5.23357  -0.419
O -6.80565 1.93019 4.57022  -0.476
C -6.98766 0.51574 4.65916  -0.322
C -7.41971 0.04268 6.04191  -0.578
O -6.30811 0.01975 6.93234  -0.252
C -6.69604 0.18388 8.28350  -0.788
H -2.21932 0.79299 3.66417  0.122
H -2.96654 -0.79250 3.96833  0.321
H -3.70057 0.30151 2.78348  0.335
H -4.45850 2.31845 3.45337  0.305
H -3.55138 2.79130 4.91798  0.361
H -5.79095 3.54834 5.21344  0.409
H -5.63735 2.16926 6.28397  0.156
H -6.10490 -0.01761 4.30385  0.108
H -7.79650 0.28519 3.95920  0.404
H -7.81326 -0.97778 5.97645  0.408
H -8.20315 0.70870 6.42108  0.355
H -7.23443 1.12996 8.41464  0.338
H -5.79103 0.22091 8.89300  0.230
H -7.31556 -0.65416 8.61050  0.326

Forces on atoms 1 to 2 (eV/Å):
0.2 -0.6 1.0
0.6 0.6 1.9

---

Max |F| (computed, eV/Å): 2.01, 0.58, 4.62